# 1
{"formula": "C36H28Br2ClN7O5STl", "method": "ωB97M-V/def2-TZVPD", "energy_ha": -8327.20539, "orbital_gap_ev": 6.46, "charge": -1, "symbols": ["Tl", "O", "C", "O", "C", "C", "Cl", "N", "N", "C", "C", "O", "O", "C", "C", "C", "C", "C", "C", "H", "H", "H", "H", "H", "H", "Br", "C", "C", "C", "Br", "C", "C", "C", "C", "N", "C", "C", "O", "H", "H", "H", "H", "N", "C", "N", "C", "C", "C", "C", "C", "H", "H", "H", "H", "H", "H", "H", "H", "H", "H", "S", "C", "C", "C", "N", "C", "C", "C", "C", "C", "N", "C", "C", "H", "H", "H", "H", "H", "H", "H", "H"], "xyz": [[-0.0464, -0.2453, -0.3425], [5.6678, 2.0389, -2.6313], [6.0215, 1.2376, -1.6575], [7.1743, 1.0908, -1.3086], [4.9156, 0.5020, -0.9618], [5.1008, -0.5218, -0.0608], [6.5447, -1.3121, 0.3816], [3.8833, -0.9236, 0.3810], [2.9007, -0.2087, -0.2159], [3.5005, 0.6588, -1.0058], [2.6419, 1.6225, -1.8148], [3.2278, 2.1741, -2.7886], [1.4683, 1.7869, -1.4561], [3.5304, -1.8951, 1.3687], [2.3953, -2.6673, 1.1714], [1.9888, -3.5611, 2.1467], [2.7292, -3.7066, 3.3127], [3.8690, -2.9361, 3.5021], [4.2669, -2.0179, 2.5407], [4.6338, 2.0936, -2.7232], [1.8135, -2.5718, 0.2673], [1.0757, -4.1168, 1.9896], [2.4147, -4.4146, 4.0708], [4.4470, -3.0280, 4.4145], [5.1262, -1.3867, 2.7168], [-1.7977, -4.4677, 3.2885], [-2.8545, -3.7047, 1.8989], [-4.2276, -3.9384, 1.9422], [-5.0409, -3.4653, 0.9503], [-6.9174, -3.7938, 1.0790], [-4.4989, -2.7633, -0.1507], [-5.2643, -2.2803, -1.2364], [-4.6486, -1.6427, -2.2750], [-3.2538, -1.4669, -2.2298], [-2.5122, -1.8785, -1.2321], [-3.0952, -2.5274, -0.1933], [-2.1897, -2.9751, 0.8783], [-0.9592, -2.7223, 0.8453], [-4.6485, -4.4958, 2.7672], [-6.3360, -2.4239, -1.2305], [-5.2149, -1.2669, -3.1183], [-2.7412, -0.9650, -3.0490], [0.0683, 0.7870, 2.3385], [0.7118, 0.1908, 3.0963], [1.4439, -0.5006, 3.9592], [2.6962, 0.0772, 4.4567], [2.4775, 0.7707, 5.7970], [1.8131, -0.1837, 6.7928], [0.5147, -0.7561, 6.2184], [0.7747, -1.4309, 4.8768], [3.0896, 0.7583, 3.7046], [3.4068, -0.7451, 4.5687], [1.8397, 1.6469, 5.6446], [3.4373, 1.1244, 6.1808], [1.6172, 0.3317, 7.7348], [2.5023, -1.0080, 7.0137], [-0.2063, 0.0540, 6.0672], [0.0638, -1.4734, 6.9077], [-0.1368, -1.7900, 4.4074], [1.4389, -2.2910, 5.0024], [-3.8149, 2.6103, -6.1777], [-2.7434, 1.9362, -4.9117], [-2.9158, 2.2720, -3.5758], [-2.0477, 1.7214, -2.6459], [-1.0718, 0.8756, -2.9674], [-0.9206, 0.5541, -4.2465], [-1.7283, 1.0585, -5.2585], [-3.3523, 4.3334, -6.0545], [-2.1035, 4.7620, -6.4790], [-1.7900, 6.1074, -6.3518], [-2.6308, 7.0192, -5.8605], [-3.8302, 6.5931, -5.4690], [-4.2385, 5.2682, -5.5424], [-3.7067, 2.9441, -3.2679], [-2.1457, 1.9653, -1.5909], [-0.1047, -0.1235, -4.4790], [-1.5709, 0.7750, -6.2909], [-1.3863, 4.0609, -6.8853], [-0.8162, 6.4716, -6.6610], [-4.4994, 7.3481, -5.0693], [-5.2257, 4.9710, -5.2137]]}

# 2
{"formula": "C36H99MgN8O10", "method": "ωB97M-V/def2-TZVPD", "spin_multiplicity": 2, "s2": 0.75, "energy_ha": -2821.25370, "orbital_gap_ev": [3.45, 8.41], "charge": 0, "symbols": ["Mg", "C", "C", "O", "H", "H", "H", "H", "H", "C", "C", "O", "H", "H", "H", "H", "H", "H", "C", "C", "C", "O", "C", "N", "H", "H", "H", "H", "H", "H", "H", "H", "H", "H", "H", "C", "C", "C", "O", "C", "N", "H", "H", "H", "H", "H", "H", "H", "H", "H", "H", "H", "C", "C", "C", "O", "C", "N", "H", "H", "H", "H", "H", "H", "H", "H", "H", "H", "H", "C", "C", "C", "O", "C", "N", "H", "H", "H", "H", "H", "H", "H", "H", "H", "H", "H", "C", "C", "C", "O", "C", "N", "H", "H", "H", "H", "H", "H", "H", "H", "H", "H", "H", "C", "C", "C", "O", "C", "N", "H", "H", "H", "H", "H", "H", "H", "H", "H", "H", "H", "C", "C", "C", "O", "C", "N", "H", "H", "H", "H", "H", "H", "H", "H", "H", "H", "H", "C", "C", "C", "O", "C", "N", "H", "H", "H", "H", "H", "H", "H", "H", "H", "H", "H"], "xyz": [[0.8395, -2.4901, -1.8201], [-0.3518, 0.6377, 0.7588], [0.6429, -0.3491, 0.2969], [0.1210, -1.4027, -0.3861], [0.1225, 1.4037, 1.3723], [-1.0336, 0.0891, 1.4086], [-0.9535, 1.1420, 0.0026], [1.2244, -0.7270, 1.1378], [1.3417, 0.1317, -0.3877], [-3.7913, -0.3887, 0.8445], [-3.6214, -1.6056, 1.6827], [-4.7100, -1.7964, 2.6511], [-3.4873, 0.4374, 1.4874], [-4.7880, -0.2308, 0.4326], [-3.1302, -0.2845, -0.0158], [-2.7357, -1.4916, 2.3077], [-3.5998, -2.5056, 1.0682], [-4.5076, -2.5484, 3.2125], [1.0153, 3.2643, -4.7551], [2.3032, 4.0117, -5.0854], [3.4643, 3.4488, -4.2044], [3.2169, 3.7677, -2.8273], [3.0248, 2.7070, -1.9431], [2.4821, 3.8239, -6.4876], [0.1453, 3.5316, -5.3549], [0.7206, 3.1259, -3.7149], [1.2473, 2.2421, -5.0538], [2.2291, 5.0354, -4.7183], [4.3403, 3.9973, -4.5509], [3.6113, 2.3916, -4.4253], [2.2647, 1.9882, -2.2493], [2.7786, 2.9848, -0.9182], [3.9529, 2.1356, -1.9274], [3.1444, 3.0849, -6.6754], [2.8780, 4.6610, -6.8908], [1.7113, -5.7628, 0.6454], [1.7978, -4.4333, -0.0857], [3.1018, -3.7065, -0.0430], [2.8947, -2.5611, -0.8767], [4.0292, -1.6571, -1.1308], [1.3267, -4.4815, -1.4444], [1.7855, -5.6478, 1.7268], [2.3674, -6.5376, 0.2487], [0.6855, -6.1291, 0.6861], [1.0822, -3.8082, 0.4484], [3.9200, -4.2342, -0.5332], [3.3394, -3.3620, 0.9634], [4.5442, -1.2801, -0.2472], [3.7079, -0.8251, -1.7575], [4.8437, -2.2251, -1.5803], [2.0274, -5.0454, -1.9039], [0.4970, -5.0571, -1.4623], [6.7760, -1.0334, 1.2924], [6.3116, -1.1244, 2.7759], [4.8810, -0.6526, 3.0513], [4.8494, 0.7470, 2.8874], [3.5606, 1.3631, 3.1480], [6.5271, -2.4698, 3.1111], [7.8332, -1.1158, 1.0402], [6.3335, -0.2371, 0.6939], [6.2609, -1.8127, 0.7309], [7.0255, -0.4949, 3.3072], [4.5711, -1.0213, 4.0291], [4.3042, -1.1595, 2.2776], [3.2618, 1.3784, 4.1961], [2.7649, 0.9151, 2.5528], [3.6418, 2.4219, 2.9022], [7.4515, -2.7823, 2.8504], [6.4619, -2.6019, 4.1103], [-2.6977, 1.3373, -5.0490], [-2.1196, 1.2959, -3.5982], [-3.0991, 1.3393, -2.4892], [-3.8013, 2.5805, -2.4966], [-5.0844, 2.4833, -1.9252], [-1.2155, 0.1979, -3.3951], [-1.8520, 1.5207, -5.7118], [-3.4724, 2.0889, -5.2004], [-3.1554, 0.3835, -5.3113], [-1.5536, 2.2274, -3.5860], [-2.5925, 1.2781, -1.5260], [-3.6882, 0.4243, -2.4273], [-5.6909, 3.3123, -2.2901], [-5.0377, 2.4662, -0.8363], [-5.6124, 1.5755, -2.2173], [-0.3967, 0.3656, -3.9621], [-0.8705, 0.3418, -2.4568], [-0.4264, -1.2018, 4.2651], [0.4979, -2.3448, 3.9541], [-0.2077, -3.3511, 2.9749], [-1.0908, -4.1713, 3.7515], [-1.0710, -5.5145, 3.2101], [1.6790, -1.7613, 3.3360], [-1.4565, -1.5365, 4.3880], [-0.4572, -0.4995, 3.4320], [-0.2156, -0.6741, 5.1952], [0.7210, -2.8606, 4.8880], [0.6653, -3.8006, 2.5018], [-0.6128, -2.8057, 2.1225], [-1.9965, -6.0572, 3.4023], [-0.3144, -6.0167, 3.8131], [-0.7509, -5.4652, 2.1693], [2.3537, -2.4758, 3.1029], [1.3548, -1.1036, 2.6414], [-1.5511, 3.3939, 3.3947], [-1.9247, 3.1222, 4.8767], [-3.0309, 2.1959, 5.0492], [-4.2479, 2.7413, 4.4234], [-5.2813, 1.7555, 4.4987], [-0.7489, 2.6699, 5.5932], [-1.4756, 2.4418, 2.8696], [-0.5945, 3.8817, 3.2069], [-2.2746, 4.0408, 2.8985], [-2.1387, 4.0493, 5.4084], [-3.3467, 2.1822, 6.0924], [-2.6869, 1.3041, 4.5254], [-6.1521, 2.2164, 4.0325], [-5.4231, 1.3801, 5.5122], [-4.9490, 0.8576, 3.9778], [-0.0051, 3.2477, 5.2287], [-0.8591, 2.6494, 6.5970], [-3.2918, -2.9884, -1.8852], [-2.0384, -3.7802, -1.7569], [-2.1295, -5.2003, -2.1054], [-0.8837, -5.8629, -1.6783], [-0.7137, -7.2537, -2.0704], [-0.9998, -3.0708, -2.5476], [-3.8876, -3.1417, -0.9854], [-3.9883, -3.1847, -2.7003], [-3.0758, -1.9208, -1.8437], [-1.6652, -3.7997, -0.7330], [-2.1052, -5.3110, -3.1895], [-3.0623, -5.6875, -1.8216], [0.3591, -7.4339, -2.1389], [-1.1524, -7.5276, -3.0299], [-1.0767, -7.8678, -1.2463], [-1.3465, -2.1972, -2.9175], [-1.0560, -3.6988, -3.3367], [-0.3655, 3.6971, -0.4695], [-0.1873, 5.1348, -0.9716], [-1.0101, 5.3931, -2.2784], [-0.9682, 6.7358, -2.4905], [-1.5304, 7.1607, -3.7315], [-0.5663, 6.0350, 0.1060], [0.3191, 3.4797, 0.3504], [-0.1336, 2.9386, -1.2171], [-1.4187, 3.4715, -0.3025], [0.8200, 5.4032, -1.2900], [-2.0445, 5.0580, -2.2017], [-0.5747, 4.9251, -3.1613], [-1.5795, 8.2485, -3.6839], [-2.6151, 7.0790, -3.6625], [-1.0288, 6.7031, -4.5843], [-0.3510, 6.9021, -0.3652], [-1.5712, 6.0652, 0.2026]]}

# 3
{"formula": "C3H7NS2", "method": "ωB97M-V/def2-TZVPD", "energy_ha": -969.51949, "orbital_gap_ev": 9.16, "charge": 0, "symbols": ["C", "C", "C", "H", "H", "H", "H", "H", "H", "H", "N", "S", "S"], "xyz": [[-2.5515, -0.3114, -0.0946], [-0.1275, 0.3701, -0.1277], [2.9228, 0.3014, 0.1022], [-3.2213, -0.3158, 1.0716], [-3.2586, -1.1797, -0.6218], [-2.7454, 0.6131, -0.6277], [-0.7170, -1.3914, 0.0395], [3.7756, -0.3228, 0.4146], [2.7599, 0.4295, 1.2699], [3.1526, 1.2173, -0.5648], [-1.1201, -0.5858, -0.0603], [-0.1672, 1.8730, -0.2959], [1.2978, -0.6975, -0.5050]]}

# 4
{"formula": "C3H3BrO2S", "method": "ωB97M-V/def2-TZVPD", "energy_ha": -3238.68558, "orbital_gap_ev": 10.25, "charge": 0, "symbols": ["C", "C", "C", "O", "O", "S", "Br", "H", "H", "H"], "xyz": [[0.2579, 1.1020, -0.2861], [1.1171, 0.4255, 0.4565], [-0.9184, 0.2082, -0.4560], [0.4512, -2.3745, -0.6581], [-0.8144, -1.6160, 1.3377], [-0.0090, -1.2675, 0.1765], [2.7167, 0.7458, 1.2062], [0.2195, 2.0647, -0.6898], [-1.6280, 0.3860, 0.3351], [-1.3926, 0.3259, -1.4220]]}